# 1
C54H43AsBr2N6O5S2Ti | ωB97M-V/def2-TZVPD

```
! wB97M-V def2-TZVPD RIJCOSX def2/J DEFGRID3
* xyz 0 1
Ti -0.256 0.636 -0.223
N 0.124 4.492 -1.100
C 1.179 4.680 -2.085
C 1.550 3.378 -2.811
C 1.643 2.199 -1.873
O 2.707 1.749 -1.488
O 0.495 1.686 -1.514
H -0.726 4.125 -1.511
H -0.095 5.364 -0.638
H 2.058 5.033 -1.544
H 0.946 5.423 -2.859
H 2.515 3.522 -3.292
H 0.796 3.140 -3.567
C -2.145 3.281 2.776
C -3.416 2.724 2.736
C -3.761 1.889 1.685
C -2.817 1.593 0.707
C -1.486 2.029 0.804
C -1.192 2.915 1.833
C -3.171 0.985 -0.586
C -4.519 0.830 -0.992
C -4.794 0.503 -2.278
C -3.739 0.337 -3.203
C -3.983 0.051 -4.565
C -2.948 -0.071 -5.444
C -1.628 0.117 -4.989
C -1.364 0.392 -3.677
C -2.416 0.487 -2.735
N -2.161 0.775 -1.417
H -1.886 3.977 3.565
H -4.140 2.956 3.506
H -4.758 1.468 1.648
H -0.205 3.351 1.893
H -5.312 0.990 -0.279
H -5.818 0.398 -2.619
H -5.009 -0.069 -4.892
H -3.133 -0.296 -6.487
H -0.809 0.050 -5.694
H -0.355 0.558 -3.348
Br -2.747 -1.309 3.023
C -1.217 -2.269 2.491
C -1.053 -3.594 2.928
C 0.038 -4.305 2.536
Br 0.190 -6.107 3.094
C 1.042 -3.724 1.724
C 2.213 -4.382 1.290
C 3.118 -3.709 0.523
C 2.869 -2.364 0.197
N 1.795 -1.721 0.576
C 0.873 -2.382 1.312
C -0.309 -1.664 1.661
O -0.525 -0.449 1.146
H -1.816 -4.045 3.545
H 2.376 -5.412 1.574
H 4.028 -4.183 0.182
H 3.591 -1.792 -0.377
N -5.139 -5.602 -5.095
C -4.422 -5.131 -4.005
C -4.819 -3.958 -3.353
C -4.127 -3.507 -2.248
C -3.030 -4.217 -1.775
C -2.640 -5.390 -2.398
C -3.336 -5.848 -3.504
S -2.176 -3.585 -0.363
O -3.169 -3.311 0.641
O -1.121 -4.521 -0.046
N -1.581 -2.158 -0.829
C -0.455 -2.106 -1.519
S 0.317 -3.449 -2.363
C 1.548 -2.373 -2.937
C 1.367 -1.143 -2.436
N 0.255 -0.977 -1.637
H -5.698 -4.933 -5.595
H -4.679 -6.275 -5.683
H -5.681 -3.413 -3.720
H -4.435 -2.615 -1.719
H -1.795 -5.942 -2.008
H -3.041 -6.772 -3.987
H 2.357 -2.727 -3.553
H 2.028 -0.302 -2.581
C 3.258 6.073 1.631
C 3.759 5.245 0.640
C 3.376 3.911 0.576
C 2.511 3.366 1.523
C 2.019 4.212 2.518
C 2.381 5.550 2.569
As 1.898 1.475 1.442
C 1.483 1.325 3.363
C 0.259 0.852 3.817
C 0.014 0.703 5.179
C 0.993 1.032 6.099
C 2.217 1.526 5.657
C 2.457 1.670 4.302
C 3.634 0.548 1.563
C 3.840 -0.408 2.555
C 5.059 -1.057 2.671
C 6.090 -0.774 1.786
C 5.877 0.139 0.765
C 4.654 0.788 0.648
H 3.549 7.115 1.675
H 4.447 5.638 -0.098
H 3.753 3.305 -0.232
H 1.361 3.825 3.284
H 1.976 6.183 3.349
H -0.526 0.610 3.118
H -0.948 0.327 5.503
H 0.807 0.912 7.159
H 2.985 1.797 6.370
H 3.412 2.060 3.970
H 3.043 -0.668 3.239
H 5.199 -1.792 3.453
H 7.047 -1.269 1.887
H 6.660 0.343 0.045
H 4.490 1.452 -0.184
*
```

Results
Frontier orbital gap (eV): 6.9
Relative energy (zero: lowest compared OMol25 entry of this formula, charge and spin) (kcal per mole): 5.6
Maximum force (eV/A): 1.705
E_LUMO (hartree): -0.022
Molar mass (u): 1202.7



# 2
C54H44KN6P | ωB97M-V/def2-TZVPD

```
! wB97M-V def2-TZVPD RIJCOSX def2/J DEFGRID3
* xyz 0 1
K -16.091 -16.321 -8.460
C -15.527 -13.644 -13.755
N -15.372 -14.719 -12.818
C -16.130 -14.917 -11.681
N -15.951 -16.202 -11.225
C -15.080 -16.832 -12.140
C -14.723 -15.947 -13.155
C -13.919 -16.214 -14.379
C -12.954 -15.341 -14.861
C -12.020 -15.741 -15.831
C -12.301 -16.903 -16.532
C -13.400 -17.706 -16.256
C -14.136 -17.422 -15.079
C -14.600 -18.108 -11.740
C -15.313 -18.951 -10.902
C -14.744 -20.145 -10.468
C -13.542 -20.622 -11.021
C -12.904 -19.817 -11.949
C -13.331 -18.515 -12.194
P -16.841 -13.484 -10.862
C -18.412 -13.945 -10.240
N -18.685 -15.183 -9.735
C -20.019 -15.236 -9.470
C -20.666 -13.997 -9.802
N -19.616 -13.186 -10.276
C -19.834 -11.823 -10.846
C -22.059 -13.541 -9.825
C -22.457 -12.284 -9.357
C -23.779 -11.825 -9.669
C -24.710 -12.692 -10.161
C -24.392 -14.002 -10.414
C -23.074 -14.408 -10.352
C -20.613 -16.378 -8.843
C -21.489 -16.171 -7.764
C -21.635 -17.105 -6.780
C -20.986 -18.342 -6.826
C -20.185 -18.633 -7.982
C -19.961 -17.650 -8.924
C -15.740 -12.917 -9.485
N -15.507 -13.523 -8.255
C -14.755 -12.630 -7.525
C -14.574 -11.424 -8.227
N -15.097 -11.702 -9.469
C -15.107 -10.783 -10.609
C -14.235 -10.122 -7.672
C -13.274 -9.202 -8.181
C -13.078 -7.930 -7.661
C -13.958 -7.434 -6.659
C -14.830 -8.343 -6.099
C -14.945 -9.687 -6.541
C -14.057 -12.985 -6.304
C -14.471 -14.102 -5.530
C -13.669 -14.571 -4.476
C -12.488 -13.933 -4.127
C -12.061 -12.857 -4.883
C -12.836 -12.351 -5.956
H -16.428 -13.022 -13.548
H -14.655 -12.992 -13.629
H -15.501 -13.985 -14.783
H -12.779 -14.394 -14.348
H -11.258 -15.039 -16.239
H -11.764 -17.130 -17.421
H -13.549 -18.657 -16.728
H -14.931 -18.112 -14.814
H -16.352 -18.641 -10.672
H -15.253 -20.769 -9.780
H -13.156 -21.532 -10.585
H -12.026 -20.209 -12.465
H -12.623 -17.786 -12.686
H -19.053 -11.489 -11.584
H -20.813 -11.819 -11.320
H -19.758 -11.115 -9.976
H -21.829 -11.666 -8.750
H -23.995 -10.806 -9.482
H -25.657 -12.332 -10.457
H -25.215 -14.684 -10.593
H -22.866 -15.397 -10.689
H -21.972 -15.234 -7.599
H -22.121 -16.853 -5.867
H -21.114 -19.074 -6.017
H -19.638 -19.578 -7.966
H -19.260 -17.787 -9.729
H -14.319 -9.985 -10.407
H -14.688 -11.300 -11.456
H -16.101 -10.321 -10.773
H -12.533 -9.642 -8.867
H -12.304 -7.321 -8.057
H -13.854 -6.442 -6.207
H -15.507 -8.015 -5.313
H -15.446 -10.396 -5.888
H -15.390 -14.616 -5.820
H -14.087 -15.288 -3.797
H -11.933 -14.215 -3.273
H -11.123 -12.410 -4.696
H -12.465 -11.477 -6.532
C -16.423 -18.508 -3.183
C -15.983 -19.307 -4.233
C -16.014 -18.838 -5.544
C -16.500 -17.556 -5.856
C -16.964 -16.773 -4.806
C -16.928 -17.224 -3.477
H -16.426 -18.785 -2.116
H -15.435 -20.269 -4.029
H -15.577 -19.459 -6.304
H -17.320 -15.726 -4.948
H -17.141 -16.529 -2.658
*
```

Results
Frontier orbital gap (eV): 5.2
Maximum force (eV/A): 3.607
E_LUMO (hartree): 0.001
Molar mass (u): 847.1



# 3
C54H47BrFN6NaO4P2 | ωB97M-V/def2-TZVPD

```
! wB97M-V def2-TZVPD RIJCOSX def2/J DEFGRID3
* xyz -2 1
Na 0.299 -0.435 0.738
C 1.577 2.591 1.624
P 0.992 2.407 -0.118
C 2.309 3.393 -0.976
C 2.118 3.873 -2.275
C 3.097 4.610 -2.924
C 4.311 4.864 -2.302
C 4.543 4.335 -1.041
C 3.562 3.599 -0.391
C -0.350 3.691 -0.143
C -1.046 3.941 -1.330
C -2.145 4.783 -1.368
C -2.603 5.387 -0.205
C -1.936 5.146 0.986
C -0.824 4.313 1.013
C 2.574 1.488 1.814
C 3.580 1.265 2.744
C 4.079 -0.035 2.468
C 3.335 -0.513 1.401
C 3.284 -1.850 0.725
P 2.409 -1.526 -0.876
C 3.937 -0.967 -1.768
C 4.083 0.391 -2.034
C 5.246 0.884 -2.612
C 6.278 0.021 -2.943
C 6.147 -1.339 -2.682
C 4.990 -1.825 -2.094
C 2.321 -3.215 -1.608
C 2.144 -3.303 -2.991
C 2.007 -4.530 -3.619
C 2.019 -5.700 -2.868
C 2.172 -5.624 -1.491
C 2.328 -4.394 -0.866
N 2.426 0.413 0.995
H 1.957 3.596 1.827
H 0.707 2.404 2.260
H 1.199 3.657 -2.801
H 2.914 4.977 -3.928
H 5.071 5.454 -2.801
H 5.501 4.491 -0.557
H 3.786 3.151 0.569
H -0.754 3.437 -2.243
H -2.662 4.950 -2.306
H -3.474 6.032 -0.222
H -2.284 5.600 1.907
H -0.339 4.149 1.965
H 3.921 1.946 3.513
H 4.876 -0.547 2.992
H 4.269 -2.294 0.559
H 2.667 -2.534 1.310
H 3.274 1.064 -1.771
H 5.346 1.948 -2.798
H 7.187 0.400 -3.396
H 6.956 -2.017 -2.931
H 4.904 -2.885 -1.884
H 2.112 -2.389 -3.575
H 1.884 -4.585 -4.695
H 1.911 -6.664 -3.352
H 2.165 -6.531 -0.897
H 2.427 -4.351 0.212
C -5.113 1.258 -0.115
C -3.940 1.026 -1.021
C -4.071 0.682 -2.357
C -2.942 0.430 -3.123
C -1.718 0.532 -2.486
Br -0.121 0.322 -3.491
N -1.561 0.876 -1.230
C -2.649 1.127 -0.513
H -6.054 1.063 -0.631
H -5.122 2.284 0.260
H -5.028 0.588 0.745
H -5.054 0.601 -2.806
H -3.007 0.168 -4.169
H -2.474 1.436 0.509
C -1.298 -3.044 -2.024
N -0.652 -2.662 -0.789
C -0.747 -3.541 0.140
C -0.271 -3.433 1.473
C -0.427 -4.422 2.465
C 0.182 -3.919 3.612
C 0.676 -2.654 3.248
N 0.410 -2.354 1.971
C -2.816 -2.963 -2.000
C -3.522 -2.585 -0.864
C -4.911 -2.573 -0.876
C -5.614 -2.918 -2.019
C -4.914 -3.289 -3.162
C -3.529 -3.319 -3.145
H -1.047 -4.081 -2.304
H -0.916 -2.412 -2.830
H -1.237 -4.506 -0.077
H -0.931 -5.371 2.345
H 0.256 -4.392 4.581
H 1.252 -1.970 3.861
H -2.998 -2.291 0.037
H -5.441 -2.277 0.022
H -6.698 -2.899 -2.030
H -5.449 -3.561 -4.065
H -2.986 -3.625 -4.035
F -1.310 4.162 4.753
C -2.045 3.054 4.972
C -1.649 1.872 4.464
N -2.350 0.714 4.656
C -1.902 -0.513 3.983
C -1.879 -0.278 2.429
O -2.779 -0.818 1.773
O -0.975 0.509 2.039
C -3.509 0.706 5.405
O -4.176 -0.282 5.642
N -3.876 1.948 5.897
C -3.225 3.176 5.784
O -3.662 4.168 6.339
H -0.770 1.775 3.839
H -2.587 -1.313 4.227
H -0.891 -0.764 4.298
H -4.719 1.950 6.449
*
```

Results
Frontier orbital gap (eV): 5.6
Relative energy (zero: lowest compared OMol25 entry of this formula, charge and spin) (kcal per mole): 6.4
Maximum force (eV/A): 1.149
E_LUMO (hartree): 0.136
Molar mass (u): 1027.8



# 4
C54H48ClN7OPbSi | ωB97M-V/def2-TZVPD

```
! wB97M-V def2-TZVPD RIJCOSX def2/J DEFGRID3
* xyz 0 1
Pb -0.223 0.363 -0.375
C 3.091 -2.690 -5.540
C 2.400 -1.698 -4.654
C 3.060 -0.565 -4.186
C 2.399 0.377 -3.432
C 1.034 0.266 -3.130
N 0.371 1.255 -2.414
C 0.503 2.538 -2.827
C 0.946 2.815 -4.144
C 1.100 4.081 -4.643
C 0.801 5.188 -3.854
C 0.924 6.590 -4.370
C 0.322 4.950 -2.584
C 0.144 3.672 -2.051
N -0.476 3.613 -0.785
C -0.677 4.651 0.051
C -1.527 4.235 1.057
C -1.796 2.910 0.760
N -1.142 2.543 -0.342
C 0.383 -0.902 -3.571
C 1.073 -1.868 -4.299
N -0.995 -1.109 -3.371
C -1.838 -1.713 -4.232
C -3.095 -1.678 -3.671
C -2.913 -1.031 -2.450
N -1.643 -0.699 -2.286
H 4.153 -2.472 -5.603
H 2.957 -3.704 -5.171
H 2.680 -2.645 -6.549
H 4.106 -0.434 -4.419
H 2.924 1.247 -3.073
H 1.152 1.976 -4.791
H 1.449 4.217 -5.656
H 1.488 6.605 -5.299
H -0.062 7.016 -4.561
H 1.424 7.222 -3.639
H 0.044 5.812 -2.000
H -0.212 5.605 -0.074
H -1.886 4.816 1.881
H -2.419 2.193 1.257
H 0.557 -2.771 -4.592
H -1.514 -2.106 -5.174
H -4.006 -2.056 -4.085
H -3.640 -0.795 -1.699
Cl 3.506 6.431 0.990
C 3.108 4.756 0.762
C 3.751 4.039 -0.247
C 3.410 2.736 -0.465
C 2.373 2.082 0.253
O 2.050 0.894 -0.085
C 1.793 2.815 1.340
C 0.900 2.217 2.279
N 0.253 1.122 2.115
C -0.550 0.605 3.116
C -1.571 1.331 3.696
C -2.442 0.752 4.626
C -2.283 -0.548 5.018
C -1.215 -1.312 4.507
C -0.937 -2.629 4.929
C 0.160 -3.278 4.433
C 0.962 -2.609 3.492
N 0.720 -1.407 3.057
C -0.343 -0.742 3.537
C 2.183 4.147 1.567
H 4.503 4.524 -0.849
H 3.907 2.166 -1.232
H 0.815 2.751 3.234
H -1.704 2.367 3.421
H -3.240 1.354 5.037
H -2.954 -1.000 5.733
H -1.582 -3.098 5.659
H 0.415 -4.277 4.751
H 1.846 -3.082 3.089
H 1.727 4.710 2.370
C -3.406 -5.118 3.738
C -2.428 -5.897 3.144
C -1.698 -5.399 2.080
C -1.928 -4.120 1.584
C -2.924 -3.356 2.185
C -3.657 -3.847 3.250
Si -0.988 -3.453 0.087
C -1.366 -4.524 -1.430
C -0.367 -4.828 -2.350
C -0.630 -5.603 -3.464
C -1.909 -6.085 -3.689
C -2.917 -5.780 -2.791
C -2.645 -5.010 -1.674
H -3.975 -5.505 4.573
H -2.245 -6.903 3.496
H -0.938 -6.012 1.616
H -3.140 -2.365 1.804
H -4.441 -3.240 3.684
H -1.468 -2.072 -0.109
H 0.634 -4.462 -2.175
H 0.167 -5.839 -4.154
H -2.114 -6.702 -4.553
H -3.919 -6.147 -2.961
H -3.436 -4.790 -0.971
C 3.688 -3.605 -1.739
C 3.465 -3.279 -0.254
C 3.957 -1.859 0.044
C 4.172 -4.302 0.643
C 2.035 -3.336 -0.008
C 0.846 -3.416 0.175
H 4.732 -3.456 -2.001
H 3.081 -2.945 -2.355
H 3.412 -4.636 -1.955
H 5.019 -1.775 -0.181
H 3.800 -1.610 1.092
H 3.410 -1.131 -0.553
H 5.243 -4.296 0.458
H 3.787 -5.303 0.460
H 4.007 -4.057 1.689
*
```

Results
Frontier orbital gap (eV): 6.7
Relative energy (zero: lowest compared OMol25 entry of this formula, charge and spin) (kcal per mole): 0.0
Maximum force (eV/A): 1.278
E_LUMO (hartree): 0.005
Molar mass (u): 1081.8



Computed HOMO energy (eV) in order:
-7.4, -5.2, -1.9, -6.6